Entry 1:
A 2-piece molecular cluster, C6H15ClNO overall, computed with the ωB97M-V functional and the def2-TZVPD basis.

Last column: natural (NBO) charge in e.
Atoms and positions in Å:
C (2.6016, 1.0075, -0.4552)  -0.6455
C (-1.3880, -1.3124, 1.1473)  -0.4272
C (-1.5801, -0.5624, -1.1431)  -0.4111
C (-1.2474, 0.9442, 0.6978)  -0.4818
C (1.2714, 0.6971, -0.9312)  -0.5089
C (0.5038, -0.3996, -0.0917)  0.8163
N (-0.9600, -0.2746, 0.1284)  -0.3350
O (0.8521, -1.6634, -0.0329)  -0.6470
Cl (1.3786, 0.0102, 2.1175)  -0.4239
H (2.5283, 1.2713, 0.5745)  0.2645
H (2.8985, 1.9307, -0.9142)  0.2502
H (3.4016, 0.3081, -0.6771)  0.2276
H (-0.6414, -1.3820, 1.9837)  0.2930
H (-2.3302, -1.0762, 1.6037)  0.2444
H (-1.6045, -2.2112, 0.5885)  0.2298
H (-2.6844, -0.3079, -1.0458)  0.2577
H (-1.2371, 0.1289, -1.8016)  0.2235
H (-1.3678, -1.6091, -1.4387)  0.2542
H (-0.5012, 1.1472, 1.5564)  0.3063
H (-1.1818, 1.8186, -0.0503)  0.2301
H (-2.2696, 1.0939, 1.0048)  0.2553
H (0.6223, 1.6265, -0.7481)  0.2467
H (1.1336, 0.4324, -1.9552)  0.2521
H (1.8019, -1.6178, -0.1175)  0.5287

## Properties
Energy above the lowest of the compared OMol25 structures with the same formula, charge and spin = 59.5 kcal per mole
Net charge = +1
Gap between HOMO and LUMO = 9.07 eV
LUMO level = -0.1739 Eh

Entry 2:
A 2-piece molecular cluster, C3H12N2OS overall, computed with the ωB97M-V functional and the def2-TZVPD basis.

Last column: natural (NBO) charge in e.
Atoms and positions in Å:
N (2.1853, -0.3235, -1.3110)  -0.8874
C (0.7639, -0.4810, -1.6449)  -0.0496
N (-0.0806, -0.5480, -0.4706)  -0.6587
C (-1.1300, 0.4729, -0.3695)  -0.2260
C (-2.3440, 0.0778, 0.5011)  -0.5120
S (-2.4282, 0.9858, 2.0878)  -0.0585
H (2.8613, -1.0401, -1.4870)  0.3783
H (2.4714, 0.6313, -1.3679)  0.3664
H (0.4608, 0.4008, -2.1986)  0.1751
H (0.6335, -1.4058, -2.2077)  0.1733
H (-0.3627, -1.4426, -0.0948)  0.3674
H (-0.7172, 1.3808, 0.0649)  0.1934
H (-1.5266, 0.6411, -1.3738)  0.1669
H (-3.2361, 0.4248, -0.0162)  0.2212
H (-2.3774, -0.9873, 0.6975)  0.2128
H (-1.3476, 0.3298, 2.5703)  0.1378
O (1.8531, 0.1891, 2.5201)  -0.9410
H (2.0500, 1.0726, 2.2128)  0.4657
H (2.2711, -0.3782, 1.8875)  0.4748

## Properties
Energy above the lowest of the compared OMol25 structures with the same formula, charge and spin = 24.8 kcal per mole
Gap between HOMO and LUMO = 9.41 eV
LUMO level = 0.0338 Eh

Entry 3:
C4H8NO4PS2 as an isolated structure, computed with the ωB97M-V functional and the def2-TZVPD basis.

Last column: natural (NBO) charge in e.
Atoms and positions in Å:
C (-1.7861, -0.3594, 2.1708)  -0.7264
C (1.0064, -1.3956, -0.9964)  -0.7892
C (-1.7741, 0.0988, 0.7362)  -0.8177
C (1.1294, -0.8926, -2.4212)  -0.6398
N (0.6238, 1.2112, -0.2653)  -1.1083
O (0.6932, -0.6247, 1.4374)  -0.9609
O (2.8031, 0.2047, 0.5043)  -0.8807
O (-1.5858, 2.3346, -0.5957)  -0.9097
O (-0.6134, 2.2936, 1.6554)  -0.9157
P (-0.7559, -1.4281, 1.0546)  1.1209
S (1.4816, -0.1682, 0.1134)  2.1912
S (-0.8956, 1.6183, 0.4289)  2.3043
H (-2.7244, -0.7383, 2.5530)  0.2492
H (-1.2617, 0.2948, 2.8581)  0.2749
H (1.6901, -2.2209, -0.8032)  0.2325
H (-2.6638, 0.0628, 0.1246)  0.2880
H (0.7169, -1.6493, -3.0853)  0.2242
H (2.1587, -0.6962, -2.7334)  0.1989
H (0.5517, 0.0226, -2.5334)  0.2235
H (1.2060, 2.0317, -0.2028)  0.4407

## Properties
Energy above the lowest of the compared OMol25 structures with the same formula, charge and spin = 6.5 kcal per mole
Gap between HOMO and LUMO = 9.06 eV
LUMO level = 0.0215 Eh

Entry 4:
C14H26INO3P2Ru as an isolated structure, computed with the ωB97M-V functional and the def2-TZVPD basis.

Last column: Mulliken spin population.
Atoms and positions in Å:
C (0.0231, -0.1861, -6.6790)  0.0462
C (0.0279, 0.3861, -5.2342)  0.1225
H (0.0285, 0.7618, -7.3000)  0.0116
H (-0.8982, -0.8035, -6.9192)  0.0002
H (0.9342, -0.8169, -6.9239)  0.0006
O (0.0312, 1.5461, -4.8639)  0.0940
I (0.0247, -0.8780, -3.2107)  0.7929
Ru (0.0073, 0.0479, -0.4590)  3.1989
P (2.2247, -0.2473, -0.2935)  0.0253
C (3.1865, 0.9746, 0.6406)  -0.0004
C (2.7130, -1.8581, 0.3751)  0.0138
H (3.8069, -1.8824, 0.2568)  0.0036
H (4.1377, -0.2261, -1.7328)  0.0049
H (2.2195, -2.6224, -0.2418)  0.0075
H (2.6453, -0.8949, -2.5764)  0.0152
H (2.9458, 0.9524, 1.7086)  0.0015
H (2.4141, -1.9566, 1.4299)  0.0126
C (3.0504, -0.1159, -1.9114)  0.0291
H (4.2349, 0.6924, 0.4622)  0.0032
H (2.7978, 0.8735, -2.3017)  0.0022
H (2.9684, 1.9638, 0.2190)  -0.0036
P (-2.2196, -0.1950, -0.3178)  0.0224
C (-3.1531, 1.0041, 0.6691)  0.0000
C (-3.0092, -0.0123, -1.9374)  0.0313
H (-2.2041, -2.5691, -0.3343)  0.0092
H (-3.7989, -1.8576, 0.1715)  0.0047
H (-2.4028, -1.9180, 1.3411)  0.0142
C (-2.7086, -1.8187, 0.2904)  0.0117
H (-2.6072, -0.7814, -2.6133)  0.0140
H (-4.0982, -0.1117, -1.7737)  0.0050
H (-4.2071, 0.7636, 0.4706)  0.0031
H (-2.9016, 2.0042, 0.2964)  -0.0030
H (-2.7293, 0.9805, -2.2980)  0.0016
H (-2.9239, 0.9232, 1.7390)  0.0017
C (0.0127, 1.7601, 0.2202)  0.0595
O (0.0082, 2.6983, 0.9431)  0.1017
O (-0.0179, -0.5931, 1.4675)  0.2564
N (-0.0356, 0.0030, 2.7424)  0.0480
C (-1.2128, -0.0321, 3.4323)  0.0137
C (-1.2495, 0.4247, 4.7637)  -0.0036
C (-0.0895, 0.8635, 5.3705)  0.0125
C (1.1302, 0.5453, 4.7749)  -0.0041
C (1.1378, 0.1168, 3.4383)  0.0136
H (-2.0773, -0.3976, 2.9096)  0.0018
H (-2.2172, 0.5181, 5.2678)  0.0003
H (-0.0922, 1.4242, 6.3106)  0.0001
H (2.0954, 0.7373, 5.2904)  0.0004
H (2.0475, -0.1907, 2.9202)  0.0021

## Properties
Energy above the lowest of the compared OMol25 structures with the same formula, charge and spin = 49.1 kcal per mole
Net charge = +3
Gap between HOMO and LUMO (spin up / spin down) = 5.87 / 4.46 eV
2S+1 = 6
LUMO level (spin up / spin down) = -0.3803 / -0.5147 Eh